{"formula": "CH4BrClOP", "method": "the ωB97M-V functional and the def2-TZVPD basis", "total_charge": 1, "e_tot_ha": -3491.08370, "homo_lumo_gap_ev": 11.4, "de_lowest_kcal_mol": 5.2, "homo_ev": -16.23, "largest_force_ev_per_a": 3.75, "species": ["C", "O", "P", "Cl", "Br", "H", "H", "H", "H"], "xyz": [[-0.582, 0.288, -1.190], [0.296, 0.687, 1.745], [0.127, -0.240, 0.474], [2.059, -0.654, 0.124], [-0.854, -2.057, 1.200], [-0.557, -0.582, -1.759], [-0.036, 1.064, -1.548], [-1.601, 0.558, -1.148], [1.148, 0.936, 2.101]]}

***

{"formula": "C20H17IrN9S", "method": "the ωB97M-V functional and the def2-TZVPD basis", "total_charge": 3, "e_tot_ha": -1766.78078, "homo_lumo_gap_ev": 4.6, "homo_ev": -16.28, "largest_force_ev_per_a": 0.78, "species": ["Ir", "N", "C", "N", "C", "N", "N", "C", "N", "C", "C", "C", "C", "C", "N", "H", "H", "H", "H", "H", "H", "H", "H", "N", "C", "C", "C", "C", "C", "C", "S", "N", "C", "C", "C", "C", "C", "C", "N", "H", "H", "H", "H", "H", "H", "H", "H", "H"], "xyz": [[-0.006, -0.047, -0.923], [1.403, -1.505, -3.599], [0.127, -1.860, -3.443], [-0.376, -2.746, -4.275], [-1.668, -3.063, -4.123], [-2.211, -3.933, -4.939], [-2.492, -2.527, -3.154], [-1.910, -1.699, -2.365], [-0.600, -1.304, -2.410], [-2.669, -1.035, -1.281], [-3.994, -1.270, -1.015], [-4.602, -0.566, 0.024], [-3.863, 0.358, 0.746], [-2.530, 0.550, 0.439], [-1.946, -0.136, -0.558], [1.893, -1.888, -4.395], [1.815, -0.717, -3.131], [-1.660, -4.343, -5.679], [-3.187, -4.170, -4.853], [-4.530, -1.983, -1.624], [-5.644, -0.738, 0.261], [-4.307, 0.931, 1.547], [-1.917, 1.277, 0.957], [1.896, 1.594, 2.377], [1.749, 3.005, 2.513], [2.333, 3.634, 3.600], [2.207, 5.008, 3.733], [1.508, 5.737, 2.782], [0.923, 5.100, 1.694], [1.040, 3.727, 1.565], [0.232, 2.961, 0.200], [0.698, 1.320, 0.389], [1.431, 0.865, 1.389], [1.720, -0.585, 1.306], [2.570, -1.287, 2.121], [2.764, -2.652, 1.890], [2.110, -3.258, 0.837], [1.284, -2.496, 0.027], [1.092, -1.189, 0.257], [2.437, 1.136, 3.098], [2.887, 3.061, 4.335], [2.658, 5.510, 4.578], [1.418, 6.810, 2.886], [0.378, 5.673, 0.953], [3.111, -0.805, 2.925], [3.427, -3.221, 2.529], [2.234, -4.310, 0.624], [0.766, -2.923, -0.818]]}

***

{"formula": "C9H23NP", "method": "the ωB97M-V functional and the def2-TZVPD basis", "total_charge": 1, "e_tot_ha": -752.37609, "spin_multiplicity": 3, "homo_lumo_gap_ev": [5.2, 9.7], "homo_ev": [-7.97, -14.81], "largest_force_ev_per_a": 9.79, "species": ["C", "C", "C", "C", "C", "C", "C", "C", "C", "N", "P", "H", "H", "H", "H", "H", "H", "H", "H", "H", "H", "H", "H", "H", "H", "H", "H", "H", "H", "H", "H", "H", "H", "H"], "xyz": [[-2.593, -1.166, 1.880], [-3.255, 0.149, -0.256], [-1.814, -1.867, -0.274], [2.688, 0.772, -2.130], [3.995, 0.691, 0.151], [2.543, -1.118, -0.632], [-0.138, 1.122, -0.693], [-2.117, -0.587, 0.541], [3.011, 0.111, -0.772], [-1.203, 1.522, 2.002], [-0.730, 0.449, 0.848], [-1.677, -1.678, 2.246], [-3.448, -1.830, 1.847], [-2.795, -0.399, 2.556], [-2.872, 0.541, -1.245], [-3.603, 0.910, 0.490], [-4.073, -0.582, -0.336], [-0.914, -2.356, 0.021], [-2.676, -2.545, -0.230], [-1.666, -1.646, -1.362], [3.666, 0.660, -2.678], [2.384, 1.826, -2.099], [1.780, 0.272, -2.556], [4.861, 1.020, -0.422], [4.413, 0.026, 0.888], [3.611, 1.473, 0.649], [0.344, -0.244, 1.310], [1.970, -1.529, -1.491], [2.846, -1.752, 0.163], [0.794, 1.737, -0.509], [-0.825, 1.791, -1.151], [0.154, 0.215, -1.256], [-0.628, 2.410, 2.007], [-2.033, 1.601, 2.494]]}

***

{"formula": "C21H23NO4", "method": "the ωB97M-V functional and the def2-TZVPD basis", "total_charge": 0, "e_tot_ha": -1169.74145, "homo_lumo_gap_ev": 9.0, "smiles": "COc1ccc(C(=O)N2CCc3cc4c(cc3[C@@H]2C)OCCCO4)cc1", "de_lowest_kcal_mol": 56.1, "homo_ev": -8.21, "largest_force_ev_per_a": 0.62, "species": ["C", "O", "C", "C", "C", "C", "C", "O", "N", "C", "C", "C", "C", "C", "C", "C", "C", "C", "C", "O", "C", "C", "C", "O", "C", "C", "H", "H", "H", "H", "H", "H", "H", "H", "H", "H", "H", "H", "H", "H", "H", "H", "H", "H", "H", "H", "H", "H", "H"], "xyz": [[-7.531, -1.906, -0.770], [-6.963, -1.050, 0.191], [-5.737, -0.514, -0.058], [-5.245, 0.354, 0.920], [-4.010, 0.945, 0.773], [-3.233, 0.685, -0.355], [-1.930, 1.386, -0.574], [-1.796, 2.192, -1.478], [-0.934, 1.100, 0.298], [-0.948, 0.008, 1.239], [-0.038, -1.109, 0.726], [1.325, -0.563, 0.406], [2.431, -1.399, 0.406], [3.702, -0.940, 0.090], [3.859, 0.401, -0.287], [2.754, 1.240, -0.253], [1.493, 0.785, 0.104], [0.348, 1.767, 0.143], [0.547, 2.798, 1.262], [5.043, 0.961, -0.707], [5.888, 0.112, -1.457], [6.790, -0.760, -0.578], [5.977, -1.339, 0.583], [4.725, -1.855, 0.178], [-3.732, -0.161, -1.333], [-4.969, -0.768, -1.189], [-6.922, -2.804, -0.920], [-7.672, -1.398, -1.729], [-8.502, -2.194, -0.370], [-5.859, 0.551, 1.785], [-3.645, 1.624, 1.530], [-1.965, -0.360, 1.369], [-0.578, 0.368, 2.205], [0.035, -1.907, 1.466], [-0.476, -1.534, -0.183], [2.327, -2.441, 0.667], [2.904, 2.269, -0.539], [0.294, 2.302, -0.813], [-0.294, 3.486, 1.278], [0.623, 2.308, 2.231], [1.458, 3.362, 1.092], [6.493, 0.775, -2.081], [5.281, -0.527, -2.111], [7.205, -1.560, -1.191], [7.609, -0.170, -0.166], [6.509, -2.181, 1.035], [5.827, -0.568, 1.350], [-3.146, -0.348, -2.220], [-5.322, -1.426, -1.966]]}

***

{"formula": "H10O4S2", "method": "the ωB97M-V functional and the def2-TZVPD basis", "total_charge": 0, "e_tot_ha": -1103.29636, "homo_lumo_gap_ev": 9.6, "smiles": "SS.O.O.O.O", "de_lowest_kcal_mol": 21.3, "homo_ev": -9.46, "largest_force_ev_per_a": 3.60, "species": ["S", "S", "H", "H", "O", "H", "H", "O", "H", "H", "O", "H", "H", "O", "H", "H"], "xyz": [[1.218, -1.471, -0.063], [3.215, -1.190, 0.438], [1.566, -1.977, -1.304], [3.373, 0.198, 0.281], [-1.657, -0.367, -2.303], [-2.343, 0.009, -1.748], [-1.928, -0.020, -3.158], [-0.553, 1.227, 1.324], [-1.439, 0.960, 1.648], [-0.660, 0.954, 0.349], [1.549, 2.817, -0.020], [2.192, 2.901, 0.721], [0.687, 2.567, 0.497], [-1.925, -1.871, 1.246], [-2.265, -2.714, 1.234], [-1.030, -2.023, 0.859]]}

***

{"formula": "C29H68N4O8SSi", "method": "the ωB97M-V functional and the def2-TZVPD basis", "total_charge": 0, "e_tot_ha": -2654.28337, "homo_lumo_gap_ev": 8.9, "smiles": "CCCCCCC[Si@H](S)N(C(C)=O)C(C)=O.COCCNCCOC.COCCNCCOC.COCCNCCOC", "homo_ev": -8.30, "largest_force_ev_per_a": 2.22, "species": ["C", "C", "C", "C", "C", "C", "C", "Si", "S", "N", "C", "C", "O", "C", "C", "O", "H", "H", "H", "H", "H", "H", "H", "H", "H", "H", "H", "H", "H", "H", "H", "H", "H", "H", "H", "H", "H", "H", "H", "C", "O", "C", "C", "N", "C", "C", "O", "C", "H", "H", "H", "H", "H", "H", "H", "H", "H", "H", "H", "H", "H", "H", "H", "C", "O", "C", "C", "N", "C", "C", "O", "C", "H", "H", "H", "H", "H", "H", "H", "H", "H", "H", "H", "H", "H", "H", "H", "C", "O", "C", "C", "N", "C", "C", "O", "C", "H", "H", "H", "H", "H", "H", "H", "H", "H", "H", "H", "H", "H", "H", "H"], "xyz": [[-3.789, -5.684, 5.972], [-4.691, -4.454, 6.127], [-5.526, -4.161, 4.891], [-4.757, -3.671, 3.669], [-4.031, -2.328, 3.844], [-2.556, -2.364, 3.383], [-1.609, -2.658, 4.546], [0.180, -2.995, 4.095], [1.270, -1.151, 4.306], [0.314, -3.582, 2.395], [-0.665, -4.593, 2.009], [-0.974, -5.719, 2.964], [-1.230, -4.526, 0.927], [1.629, -4.086, 2.173], [1.858, -4.853, 0.894], [2.543, -3.862, 2.965], [-2.743, -5.433, 5.827], [-4.095, -6.281, 5.120], [-3.833, -6.290, 6.867], [-4.122, -3.586, 6.444], [-5.375, -4.655, 6.946], [-6.339, -3.485, 5.137], [-6.005, -5.101, 4.616], [-4.088, -4.459, 3.332], [-5.492, -3.551, 2.877], [-4.562, -1.530, 3.340], [-4.047, -2.090, 4.904], [-2.300, -1.415, 2.926], [-2.493, -3.118, 2.607], [-1.581, -1.769, 5.171], [-1.997, -3.458, 5.171], [0.730, -3.948, 5.080], [1.309, -0.826, 3.008], [-0.947, -6.635, 2.386], [-0.278, -5.819, 3.787], [-1.992, -5.585, 3.306], [1.420, -4.326, 0.058], [2.924, -4.973, 0.786], [1.419, -5.841, 0.975], [-0.805, -0.699, -3.838], [0.496, -0.512, -3.305], [0.935, 0.843, -3.298], [1.023, 1.371, -1.882], [-0.301, 1.540, -1.297], [-0.291, 1.836, 0.134], [0.264, 0.771, 1.073], [-0.521, -0.408, 1.157], [-0.269, -1.393, 0.168], [-0.974, -1.771, -3.925], [-1.572, -0.280, -3.177], [-0.894, -0.245, -4.825], [0.292, 1.473, -3.915], [1.938, 0.856, -3.737], [1.530, 2.340, -1.892], [1.646, 0.670, -1.307], [-0.838, 0.698, -1.453], [-1.326, 2.028, 0.430], [0.264, 2.760, 0.295], [0.261, 1.192, 2.081], [1.307, 0.515, 0.849], [0.778, -1.390, -0.147], [-0.909, -1.258, -0.708], [-0.501, -2.365, 0.605], [2.291, 5.645, 6.179], [3.524, 5.532, 5.497], [4.323, 4.429, 5.907], [4.433, 3.398, 4.806], [3.161, 2.725, 4.584], [3.127, 1.870, 3.404], [3.281, 2.501, 2.028], [2.183, 3.315, 1.656], [2.254, 4.664, 2.084], [1.842, 6.592, 5.884], [1.601, 4.834, 5.919], [2.438, 5.652, 7.263], [3.927, 3.980, 6.822], [5.322, 4.815, 6.127], [5.181, 2.652, 5.091], [4.798, 3.914, 3.907], [2.432, 3.421, 4.502], [2.161, 1.363, 3.401], [3.890, 1.093, 3.519], [3.294, 1.674, 1.312], [4.227, 3.039, 1.892], [3.285, 5.023, 2.130], [1.776, 4.805, 3.057], [1.706, 5.268, 1.360], [2.255, 1.869, -10.527], [1.550, 3.029, -10.134], [0.301, 3.209, -10.790], [-0.850, 3.048, -9.822], [-0.986, 1.663, -9.388], [-1.933, 1.458, -8.297], [-1.637, 2.110, -6.950], [-0.508, 1.575, -6.281], [0.737, 2.142, -6.659], [3.241, 1.918, -10.070], [1.759, 0.952, -10.192], [2.377, 1.829, -11.613], [0.200, 2.519, -11.632], [0.285, 4.228, -11.186], [-1.776, 3.354, -10.317], [-0.673, 3.735, -8.984], [-0.080, 1.320, -9.099], [-2.007, 0.381, -8.131], [-2.920, 1.794, -8.631], [-2.490, 1.904, -6.298], [-1.556, 3.200, -7.019], [0.640, 3.190, -6.952], [1.193, 1.573, -7.473], [1.407, 2.081, -5.803]]}

***

{"formula": "C34H43BaN10S", "method": "the ωB97M-V functional and the def2-TZVPD basis", "total_charge": 1, "e_tot_ha": -2292.44140, "homo_lumo_gap_ev": 7.5, "de_lowest_kcal_mol": 19.8, "homo_ev": -9.96, "largest_force_ev_per_a": 0.50, "species": ["Ba", "C", "C", "N", "C", "C", "S", "C", "C", "N", "H", "H", "H", "H", "H", "H", "H", "H", "H", "H", "H", "H", "H", "H", "C", "C", "C", "C", "N", "C", "C", "C", "C", "C", "C", "C", "H", "H", "H", "H", "H", "H", "H", "H", "C", "N", "C", "N", "C", "N", "C", "N", "C", "C", "H", "H", "H", "H", "H", "H", "H", "H", "H", "H", "H", "H", "C", "C", "N", "C", "C", "C", "C", "C", "C", "C", "C", "N", "C", "N", "H", "H", "H", "H", "H", "H", "H", "H", "H"], "xyz": [[0.662, 0.995, 0.265], [-1.245, -1.061, -2.430], [-1.587, -1.474, -1.000], [-1.931, -0.324, -0.156], [-3.162, 0.358, -0.583], [-3.078, 1.869, -0.494], [-1.749, 2.665, -1.430], [-1.885, 1.957, -3.092], [-0.663, 1.119, -3.462], [-0.352, 0.100, -2.469], [-0.803, -1.930, -2.931], [-2.153, -0.829, -2.989], [-2.384, -2.228, -1.031], [-0.724, -1.966, -0.547], [-2.054, -0.649, 0.798], [-3.389, 0.066, -1.607], [-4.021, 0.024, 0.009], [-4.038, 2.307, -0.773], [-2.872, 2.173, 0.535], [-2.805, 1.377, -3.162], [-1.987, 2.776, -3.803], [-0.815, 0.702, -4.467], [0.204, 1.782, -3.531], [0.594, -0.233, -2.613], [4.590, -2.228, 0.472], [4.242, -2.988, 1.580], [3.307, -2.484, 2.463], [2.728, -1.231, 2.237], [2.993, -0.545, 1.105], [3.921, -1.036, 0.280], [1.863, -0.581, 3.256], [2.170, -0.818, 4.598], [1.464, -0.174, 5.601], [0.455, 0.706, 5.248], [0.174, 0.920, 3.903], [0.846, 0.305, 2.840], [5.341, -2.549, -0.236], [4.706, -3.949, 1.762], [3.025, -3.043, 3.344], [4.146, -0.433, -0.591], [2.987, -1.475, 4.871], [1.712, -0.346, 6.640], [-0.103, 1.227, 6.018], [-0.628, 1.621, 3.688], [-0.069, 4.550, 2.162], [-1.315, 4.045, 1.552], [-2.269, 3.764, 2.648], [-2.521, 4.926, 3.490], [-1.241, 5.380, 4.043], [-0.284, 5.728, 2.990], [-0.881, 6.771, 2.152], [-2.149, 6.341, 1.558], [-1.901, 5.149, 0.759], [-3.064, 5.991, 2.647], [0.627, 4.815, 1.360], [0.372, 3.756, 2.772], [-1.878, 2.957, 3.266], [-3.219, 3.443, 2.213], [-0.817, 4.587, 4.663], [-1.415, 6.255, 4.670], [-0.183, 7.032, 1.354], [-1.058, 7.659, 2.762], [-1.212, 5.402, -0.050], [-2.837, 4.808, 0.312], [-4.016, 5.662, 2.223], [-3.246, 6.876, 3.259], [3.170, -2.694, -3.737], [2.773, -1.509, -3.141], [2.092, -1.461, -1.994], [1.808, -2.619, -1.404], [2.109, -3.863, -1.941], [2.817, -3.889, -3.137], [1.704, -5.091, -1.229], [0.937, -6.062, -1.723], [0.237, -6.048, -3.022], [-0.121, -7.241, -3.640], [-0.788, -7.153, -4.850], [-1.094, -5.986, -5.409], [-0.724, -4.908, -4.731], [-0.080, -4.868, -3.572], [3.728, -2.674, -4.662], [3.006, -0.556, -3.606], [1.301, -2.572, -0.444], [3.088, -4.836, -3.585], [2.083, -5.201, -0.218], [0.781, -6.949, -1.120], [0.116, -8.198, -3.197], [-1.087, -8.045, -5.388], [-0.981, -3.950, -5.172]]}

***

{"formula": "C21H28ClN3O2SSc", "method": "the ωB97M-V functional and the def2-TZVPD basis", "total_charge": -1, "e_tot_ha": -2750.93809, "homo_lumo_gap_ev": [3.2, 2.9], "de_lowest_kcal_mol": 38.2, "homo_ev": [-0.45, -0.23], "largest_force_ev_per_a": 11.04, "species": ["Sc", "Cl", "N", "N", "C", "C", "C", "C", "C", "C", "H", "H", "H", "H", "H", "H", "C", "C", "C", "C", "H", "H", "H", "H", "H", "H", "O", "H", "H", "O", "H", "H", "C", "C", "C", "H", "H", "C", "C", "H", "C", "C", "C", "C", "H", "C", "H", "H", "H", "H", "H", "H", "H", "H", "S", "C", "N"], "xyz": [[0.000, 0.000, 0.000], [-0.075, 0.260, -2.358], [-0.990, -1.786, -0.088], [0.895, 1.837, 0.142], [-0.509, -2.937, 0.197], [2.147, 2.093, 0.197], [-2.465, -1.915, -0.259], [-2.705, -3.287, 0.386], [-2.784, -1.925, -1.746], [-3.188, -0.794, 0.459], [-1.990, -2.413, -2.310], [-2.878, -0.910, -2.118], [-3.715, -2.464, -1.924], [-3.131, -0.916, 1.537], [-4.233, -0.763, 0.151], [-2.736, 0.163, 0.202], [0.141, 3.120, 0.256], [1.264, 4.136, 0.001], [-0.411, 3.242, 1.669], [-0.963, 3.212, -0.775], [-0.593, 2.999, -1.773], [-1.406, 4.208, -0.753], [-1.746, 2.489, -0.559], [0.381, 3.151, 2.410], [-1.132, 2.456, 1.869], [-0.897, 4.209, 1.791], [2.494, 3.395, 0.227], [1.250, 4.981, 0.682], [1.279, 4.490, -1.030], [-1.400, -3.935, 0.362], [-3.400, -3.913, -0.165], [-3.013, -3.209, 1.428], [0.930, -3.270, 0.381], [3.263, 1.107, 0.282], [2.952, -0.171, -0.438], [3.428, 0.908, 1.343], [4.165, 1.584, -0.092], [2.249, -1.164, 0.253], [1.813, -2.330, -0.385], [2.128, -1.076, 1.323], [2.095, -2.515, -1.737], [2.823, -1.530, -2.397], [1.567, -3.694, -2.493], [3.235, -0.348, -1.790], [3.022, -1.661, -3.453], [3.877, 0.729, -2.606], [4.104, 0.376, -3.608], [4.806, 1.092, -2.164], [3.206, 1.583, -2.706], [1.775, -4.638, -1.989], [2.003, -3.747, -3.487], [0.486, -3.623, -2.615], [1.076, -4.310, 0.097], [1.138, -3.201, 1.450], [-2.663, 1.442, 3.897], [-1.789, 0.968, 2.618], [-1.079, 0.584, 1.579]]}